Formula: C21H16N3O2Zn
Source: the OMol25 dataset
Level of theory: wB97M-V/def2-TZVPD

Element x y z (Å)
Zn  -9.07677  -13.41667  5.68685
C  -5.27988  -11.53759  5.77227
C  -6.53100  -12.11425  5.10241
O  -7.08320  -12.99746  5.83775
C  -7.01738  -11.69002  3.89239
C  -8.13514  -12.30674  3.17417
C  -8.34980  -11.97687  1.69114
N  -8.88542  -13.16490  3.74730
N  -9.72573  -13.95470  3.00357
C  -10.09342  -15.02010  3.73983
O  -9.72326  -15.28471  4.93048
C  -10.93581  -16.03605  3.07154
C  -11.54237  -15.82823  1.81336
C  -12.31118  -16.81660  1.20225
C  -12.60223  -17.96118  1.89574
C  -12.00186  -18.23998  3.07124
C  -11.22549  -17.28918  3.67850
H  -4.52005  -12.39752  5.84908
H  -4.87225  -10.69352  5.20868
H  -5.60726  -11.22050  6.77142
H  -6.43678  -10.84882  3.41157
H  -7.55477  -11.35467  1.29127
H  -8.50740  -12.83624  1.03252
H  -9.29871  -11.41149  1.55658
H  -11.39461  -14.86077  1.33485
H  -12.71484  -16.56213  0.28924
H  -13.37112  -18.67492  1.56904
H  -12.03921  -19.18718  3.58416
H  -10.88449  -17.37854  4.71877
N  -15.66933  -10.79245  12.54793
C  -14.90206  -10.97968  11.71527
C  -13.94870  -11.16756  10.66820
C  -14.31829  -11.22867  9.34420
C  -13.36559  -11.48751  8.38302
C  -12.04441  -11.67581  8.70373
C  -11.63633  -11.52136  10.06487
C  -12.60525  -11.30807  10.99661
C  -11.08126  -12.07975  7.71688
C  -10.27547  -12.51834  6.93662
H  -15.35009  -10.96947  9.07968
H  -13.62901  -11.49073  7.33814
H  -10.62703  -11.63582  10.37137
H  -12.19296  -11.23723  12.00787

Calculated total energy = -79020.413 eV
E_LUMO = 0.0883 Eh
Energy relative to the best compared isomer or geometry (same formula, charge and spin) = 0.0 kJ/mol
Multiplicity = 1
Total charge = -1